No. 1
{
  "formula": "C5H7N3OS",
  "method": "wB97M-V/def2-TZVPD",
  "elements": ["C", "C", "C", "C", "C", "N", "N", "N", "O", "S", "H", "H", "H", "H", "H", "H", "H"],
  "positions_angstrom": [[-0.74, -0.90, 1.23], [-0.37, -1.39, -0.01], [0.16, -1.71, -1.06], [0.56, -2.08, -2.42], [-0.25, 1.81, -0.13], [-0.25, 0.26, 1.65], [-0.51, 0.72, 2.83], [0.56, 1.13, 0.80], [1.14, 2.02, 1.70], [0.07, 2.30, 2.98], [-1.38, -1.44, 1.96], [0.54, -3.16, -2.77], [0.14, -1.48, -3.17], [1.69, -2.07, -2.51], [-0.50, 1.05, -0.84], [-1.22, 2.39, 0.23], [0.37, 2.53, -0.46]],
  "nbo_charge": [-0.14, -0.10, 0.04, -0.70, -0.45, 0.07, -0.51, 0.03, -0.50, 0.65, 0.25, 0.25, 0.23, 0.24, 0.23, 0.19, 0.22],
  "relative_energy_kcal_mol": 184.7,
  "max_force_ha_per_bohr": 0.0830
}



No. 2
{
  "formula": "C5H7N3OS",
  "method": "wB97M-V/def2-TZVPD",
  "elements": ["O", "C", "N", "C", "S", "C", "N", "C", "N", "C", "H", "H", "H", "H", "H", "H", "H"],
  "positions_angstrom": [[1.24, -0.03, 1.65], [1.41, -0.23, 0.27], [0.29, 0.34, -0.47], [0.07, 1.75, -0.42], [-1.59, 2.18, 0.13], [-2.07, 0.52, 0.03], [-3.19, -0.22, 0.30], [-2.78, -1.45, 0.16], [-1.48, -1.58, -0.25], [-1.02, -0.29, -0.19], [0.84, 0.86, 1.77], [2.31, 0.20, -0.17], [1.57, -1.34, 0.29], [0.71, 2.33, 0.31], [0.26, 2.07, -1.41], [-3.53, -2.25, -0.02], [-1.10, -2.44, -0.51]],
  "nbo_charge": [-0.72, 0.10, -0.45, -0.35, 0.26, -0.12, -0.43, 0.15, -0.53, 0.25, 0.47, 0.16, 0.19, 0.20, 0.21, 0.20, 0.42],
  "relative_energy_kcal_mol": 44.8,
  "smiles": "OCN1CSc2nc[nH]c21",
  "max_force_ha_per_bohr": 0.0869
}



No. 3
{
  "formula": "C5H7N4OS",
  "method": "wB97M-V/def2-TZVPD",
  "elements": ["N", "C", "S", "N", "C", "C", "C", "C", "N", "N", "O", "H", "H", "H", "H", "H", "H", "H"],
  "positions_angstrom": [[-2.57, 0.72, 1.10], [-3.00, 0.00, 0.05], [-4.54, -0.25, -0.28], [-1.95, -0.34, -0.80], [-0.70, -0.18, -0.76], [0.31, 0.63, -0.76], [1.73, 0.23, -0.56], [2.20, -0.94, -0.11], [1.32, -2.06, 0.17], [0.04, -1.95, 0.09], [-0.70, -2.82, 0.47], [-1.65, 0.60, 1.58], [-3.28, 1.03, 1.63], [-2.42, -0.88, -1.59], [0.42, 1.65, -1.13], [2.41, 0.99, -0.78], [3.35, -0.99, 0.04], [1.99, -2.95, 0.38]],
  "nbo_charge": [-0.77, 0.18, 0.04, -0.59, 0.44, -0.26, -0.23, 0.01, -0.37, 0.29, -0.28, 0.40, 0.41, 0.46, 0.30, 0.24, 0.28, 0.45],
  "total_charge": 1,
  "relative_energy_kcal_mol": 99.7,
  "smiles": "NC(=S)[NH+]=C=C/C=C\\NN=O",
  "max_force_ha_per_bohr": 0.1167
}



No. 4
{
  "formula": "C5H7N5",
  "method": "wB97M-V/def2-TZVPD",
  "elements": ["H", "N", "C", "N", "N", "C", "C", "N", "C", "C", "N", "H", "H", "H", "H", "H", "H"],
  "positions_angstrom": [[-3.57, -0.71, -1.46], [-2.91, 0.09, -1.40], [-2.10, -0.06, -0.38], [-2.29, -1.10, 0.58], [-1.10, 0.91, -0.15], [0.24, 0.47, 0.04], [0.74, 0.06, 1.21], [1.97, -0.44, 1.52], [2.80, -0.33, 0.46], [2.35, 0.15, -0.83], [1.11, 0.58, -1.05], [-2.21, -0.64, 1.47], [-1.69, -1.93, 0.45], [-1.20, 1.66, -0.85], [0.10, -0.05, 2.05], [3.88, -0.64, 0.54], [3.02, 0.25, -1.70]],
  "nbo_charge": [0.35, -0.69, 0.56, -0.88, -0.65, 0.29, -0.05, -0.35, -0.01, -0.01, -0.38, 0.38, 0.39, 0.42, 0.20, 0.21, 0.21],
  "relative_energy_kcal_mol": 17.1,
  "smiles": "[H]/N=C(\\N)Nc1cnccn1",
  "max_force_ha_per_bohr": 0.0732
}



No. 5
{
  "formula": "C5H7N6",
  "method": "wB97M-V/def2-TZVPD",
  "elements": ["N", "N", "C", "N", "N", "C", "C", "N", "C", "N", "C", "H", "H", "H", "H", "H", "H", "H"],
  "positions_angstrom": [[1.50, 1.52, 0.03], [0.71, 0.37, 0.00], [1.34, -0.86, 0.01], [2.67, -0.87, 0.01], [0.68, -2.00, 0.00], [-0.63, -2.05, -0.01], [-1.37, -0.87, 0.00], [-2.70, -0.58, 0.00], [-2.80, 0.70, 0.01], [-1.57, 1.34, 0.00], [-0.65, 0.35, 0.00], [1.19, 2.18, 0.73], [1.55, 1.97, -0.88], [3.14, -1.75, 0.03], [3.18, 0.00, 0.08], [-1.09, -3.03, -0.01], [-3.72, 1.24, 0.01], [-1.43, 2.34, 0.00]],
  "nbo_charge": [-0.65, -0.20, 0.62, -0.74, -0.47, 0.19, -0.02, -0.37, 0.22, -0.53, 0.36, 0.39, 0.39, 0.44, 0.44, 0.24, 0.23, 0.44],
  "total_charge": 1,
  "relative_energy_kcal_mol": 0.0,
  "smiles": "Nn1c(=[NH2+])ncc2nc[nH]c21",
  "max_force_ha_per_bohr": 0.0260
}



No. 6
{
  "formula": "C5H7NO",
  "method": "wB97M-V/def2-TZVPD",
  "elements": ["C", "N", "O", "C", "C", "C", "C", "H", "H", "H", "H", "H", "H", "H"],
  "positions_angstrom": [[2.08, 0.02, -0.01], [1.95, -1.22, 0.19], [0.49, -1.41, -0.10], [-0.21, -0.22, -0.04], [0.83, 0.90, -0.15], [-1.67, -0.52, -0.63], [-1.36, -0.18, 0.85], [2.99, 0.55, -0.07], [0.84, 1.61, -1.07], [0.78, 1.71, 0.49], [-2.11, 0.23, -1.16], [-1.64, -1.55, -1.00], [-1.57, 0.98, 1.09], [-1.39, -0.90, 1.62]],
  "nbo_charge": [0.06, -0.07, -0.41, 0.22, -0.49, -0.42, -0.42, 0.20, 0.23, 0.23, 0.21, 0.24, 0.21, 0.23],
  "relative_energy_kcal_mol": 101.0,
  "smiles": "C1=NOC2(C1)CC2",
  "max_force_ha_per_bohr": 0.0857
}



No. 7
{
  "formula": "C5H7NO",
  "method": "wB97M-V/def2-TZVPD",
  "elements": ["C", "C", "C", "C", "N", "O", "C", "H", "H", "H", "H", "H", "H", "H"],
  "positions_angstrom": [[-2.18, -0.25, -0.29], [-0.70, -0.12, -0.11], [0.23, -1.10, -0.19], [1.40, -0.32, 0.09], [2.59, -0.90, 0.13], [1.30, 0.98, 0.31], [-0.12, 1.24, 0.20], [-2.73, 0.11, 0.59], [-2.54, 0.34, -1.15], [-2.44, -1.30, -0.46], [2.45, -1.89, -0.05], [3.45, -0.42, 0.35], [-0.46, 1.66, 1.15], [-0.26, 1.98, -0.59]],
  "nbo_charge": [-0.65, -0.02, -0.47, 0.59, -0.76, -0.47, -0.13, 0.21, 0.21, 0.24, 0.44, 0.41, 0.20, 0.20],
  "relative_energy_kcal_mol": 58.0,
  "smiles": "CC1=C=C(N)OC1",
  "max_force_ha_per_bohr": 0.0174
}



No. 8
{
  "formula": "C5H7NO",
  "method": "wB97M-V/def2-TZVPD",
  "elements": ["O", "C", "C", "C", "C", "C", "N", "H", "H", "H", "H", "H", "H", "H"],
  "positions_angstrom": [[-1.59, 1.26, 0.76], [-1.66, 0.06, 0.88], [-0.63, -0.94, 0.46], [0.21, -0.83, -0.76], [0.61, 0.60, -1.10], [1.19, 0.65, 0.33], [0.83, -0.79, 0.59], [-2.56, -0.40, 1.34], [-0.92, -1.96, 0.72], [0.32, -1.69, -1.41], [-0.20, 1.30, -1.33], [1.37, 0.64, -1.88], [0.74, 1.36, 1.02], [2.28, 0.74, 0.36]],
  "nbo_charge": [-0.53, 0.42, -0.24, -0.05, -0.44, -0.23, -0.34, 0.11, 0.22, 0.21, 0.23, 0.22, 0.21, 0.20],
  "relative_energy_kcal_mol": 62.4,
  "smiles": "O=C[C@H]1[C@H]2CCN21",
  "max_force_ha_per_bohr": 0.0108
}



No. 9
{
  "formula": "C5H7NO",
  "method": "wB97M-V/def2-TZVPD",
  "elements": ["C", "C", "O", "C", "C", "N", "C", "H", "H", "H", "H", "H", "H", "H"],
  "positions_angstrom": [[-0.89, 1.40, 0.18], [0.58, 1.33, -0.29], [1.46, 0.79, 0.68], [1.09, -0.66, 0.54], [-0.22, -0.86, 1.09], [-0.85, -0.12, 0.13], [0.27, -0.10, -0.75], [-1.15, 1.78, 1.16], [-1.56, 1.77, -0.59], [1.03, 2.13, -0.89], [1.97, -1.29, 0.64], [-0.64, -2.60, -1.88], [-0.70, -1.48, 1.84], [-0.36, -1.91, -1.87]],
  "nbo_charge": [-0.23, 0.01, -0.47, -0.03, -0.05, -0.33, 0.07, 0.22, 0.22, 0.19, 0.21, -0.03, 0.20, 0.01],
  "relative_energy_kcal_mol": 181.9,
  "max_force_ha_per_bohr": 0.0072
}



No. 10
{
  "formula": "C5H7NO",
  "method": "wB97M-V/def2-TZVPD",
  "elements": ["C", "C", "C", "C", "N", "H", "H", "H", "H", "H", "C", "O", "H", "H"],
  "positions_angstrom": [[0.15, 0.44, 0.69], [0.74, -0.47, -0.40], [0.43, -0.11, -1.67], [-0.42, 0.76, -2.38], [-0.85, 1.07, -3.44], [-0.94, 0.38, 0.79], [0.43, 1.48, 0.36], [0.55, 0.11, 1.58], [1.30, -1.27, -0.09], [-1.24, 2.00, -3.42], [-3.63, -2.43, 3.61], [-3.93, -1.62, 4.43], [-3.75, -3.49, 3.90], [-3.16, -2.08, 2.66]],
  "nbo_charge": [-0.64, -0.15, -0.17, 0.33, -0.60, 0.22, 0.23, 0.20, 0.21, 0.37, 0.26, -0.49, 0.12, 0.11],
  "relative_energy_kcal_mol": 113.3,
  "smiles": "CC=C=C=N.C=O",
  "max_force_ha_per_bohr": 0.1520
}



No. 11
{
  "formula": "C5H7NO",
  "method": "wB97M-V/def2-TZVPD",
  "elements": ["O", "C", "C", "C", "C", "C", "N", "H", "H", "H", "H", "H", "H", "H"],
  "positions_angstrom": [[-1.67, 2.61, 0.11], [-1.68, 1.59, 1.09], [-0.68, 0.54, 0.81], [0.17, -0.26, 0.52], [1.20, -1.18, 0.09], [0.97, -2.00, -1.13], [1.90, -0.89, -1.17], [-0.76, 2.94, 0.05], [-1.51, 2.00, 2.10], [-2.68, 1.17, 1.08], [1.85, -1.57, 0.87], [0.00, -1.89, -1.61], [1.42, -2.98, -1.21], [1.47, -0.08, -1.60]],
  "nbo_charge": [-0.69, -0.13, -0.03, -0.03, -0.16, -0.24, -0.56, 0.47, 0.19, 0.21, 0.22, 0.20, 0.20, 0.36],
  "relative_energy_kcal_mol": 77.2,
  "smiles": "OCC#C[C@H]1CN1",
  "max_force_ha_per_bohr": 0.0094
}



No. 12
{
  "formula": "C5H7NO",
  "method": "wB97M-V/def2-TZVPD",
  "elements": ["C", "C", "C", "C", "C", "N", "O", "H", "H", "H", "H", "H", "H", "H"],
  "positions_angstrom": [[2.86, 0.09, 0.29], [0.61, -1.19, 0.38], [-0.36, -0.21, -0.13], [0.09, 1.15, -0.71], [-1.81, -0.40, 0.36], [3.75, 0.82, 0.35], [0.09, -1.33, -0.84], [0.77, -1.88, 1.18], [-0.40, 1.38, -1.66], [1.27, 1.12, -0.70], [-0.12, 1.99, -0.01], [-2.21, 0.43, 1.03], [-2.02, -1.35, 1.07], [-2.51, -0.62, -0.61]],
  "nbo_charge": [-0.04, 0.41, 0.17, -0.67, -0.67, -0.52, -0.39, 0.24, 0.23, 0.29, 0.24, 0.25, 0.23, 0.25],
  "relative_energy_kcal_mol": 139.6,
  "max_force_ha_per_bohr": 0.0751
}



No. 13
{
  "formula": "C5H7NO",
  "method": "wB97M-V/def2-TZVPD",
  "elements": ["C", "C", "C", "C", "N", "C", "O", "H", "H", "H", "H", "H", "H", "H"],
  "positions_angstrom": [[-1.59, 0.31, -0.04], [-0.17, 0.27, 0.40], [0.60, 1.15, 1.06], [1.94, 0.51, 1.22], [2.04, -0.67, 0.72], [0.74, -0.93, 0.16], [0.43, -1.94, -0.41], [-2.06, 1.26, 0.22], [-2.15, -0.50, 0.43], [-1.66, 0.16, -1.12], [0.33, 2.14, 1.42], [2.78, 0.98, 1.72], [-0.80, -1.20, -3.17], [-0.43, -1.54, -2.62]],
  "nbo_charge": [-0.65, -0.04, -0.27, 0.14, -0.47, 0.63, -0.47, 0.22, 0.24, 0.24, 0.23, 0.20, -0.02, 0.02],
  "relative_energy_kcal_mol": 46.6,
  "smiles": "CC1=CC=NC1=O.[H][H]",
  "max_force_ha_per_bohr": 0.0122
}



No. 14
{
  "formula": "C5H7NO",
  "method": "wB97M-V/def2-TZVPD",
  "elements": ["C", "C", "C", "C", "N", "C", "O", "H", "H", "H", "H", "H", "H", "H"],
  "positions_angstrom": [[-1.73, -0.57, -1.17], [-0.54, -0.97, -0.72], [0.29, 0.03, 0.04], [1.77, 0.27, -0.08], [-0.28, -0.11, 1.47], [-0.52, 1.03, 0.76], [-1.08, 2.08, 0.80], [-2.62, -1.20, -1.16], [-1.84, 0.50, -1.37], [-0.28, -2.01, -0.51], [2.04, 0.56, -1.10], [2.33, -0.63, 0.19], [2.09, 1.08, 0.59], [0.36, -0.05, 2.25]],
  "nbo_charge": [-0.36, -0.19, -0.03, -0.62, -0.63, 0.69, -0.53, 0.21, 0.20, 0.21, 0.23, 0.22, 0.22, 0.39],
  "relative_energy_kcal_mol": 62.1,
  "smiles": "C=C[C@]1(C)NC1=O",
  "max_force_ha_per_bohr": 0.0187
}



No. 15
{
  "formula": "C5H7NO",
  "method": "wB97M-V/def2-TZVPD",
  "elements": ["C", "C", "C", "N", "C", "C", "H", "H", "H", "H", "H", "O", "H", "H"],
  "positions_angstrom": [[2.06, -0.21, -0.43], [1.53, -0.98, 0.62], [0.12, -0.80, 0.91], [-0.53, 0.01, 0.19], [-0.04, 0.78, -0.78], [1.25, 0.48, -1.34], [3.09, -0.11, -0.77], [2.16, -1.55, 1.31], [-0.43, -1.28, 1.66], [-1.04, 1.12, -1.21], [1.56, 1.24, -1.98], [-3.42, 0.22, 0.28], [-3.96, 0.76, 1.12], [-2.35, 0.34, 0.44]],
  "nbo_charge": [-0.18, -0.25, 0.08, -0.49, 0.03, -0.24, 0.22, 0.22, 0.20, 0.23, 0.22, -1.00, 0.46, 0.50],
  "relative_energy_kcal_mol": 60.2,
  "smiles": "c1ccncc1.O",
  "max_force_ha_per_bohr": 0.1070
}



No. 16
{
  "formula": "C5H7NO",
  "method": "wB97M-V/def2-TZVPD",
  "elements": ["H", "N", "C", "C", "C", "C", "C", "O", "H", "H", "H", "H", "H", "H"],
  "positions_angstrom": [[2.48, -1.78, -0.18], [1.49, -1.99, -0.22], [0.83, -0.93, -0.33], [-0.61, -0.91, -0.36], [-0.88, -0.19, 0.98], [-0.81, 1.06, 0.58], [0.42, 1.44, -0.21], [1.35, 0.36, -0.32], [-0.92, -0.48, -1.36], [-1.21, -1.80, -0.22], [-1.60, -0.60, 1.68], [-1.65, 1.72, 0.72], [0.23, 1.90, -1.19], [0.89, 2.20, 0.43]],
  "nbo_charge": [0.34, -0.68, 0.57, -0.50, -0.24, -0.14, -0.12, -0.52, 0.20, 0.25, 0.21, 0.22, 0.19, 0.22],
  "relative_energy_kcal_mol": 76.9,
  "smiles": "[H]/N=C1/CC=CCO1",
  "max_force_ha_per_bohr": 0.0478
}